No. 1
The following is a DFT calculation (ωB97M-V/def2-TZVPD) of a cluster of 2 separate species, C8H19ClN2 in total.

Last column: Mulliken charge in e.
Element x y z (Å)
N -2.186 -2.029 0.007  -0.401
C -1.868 -0.679 -0.452  -0.506
C -0.613 -0.742 -1.326  -0.487
C 0.562 -1.373 -0.621  -1.040
N 1.492 -0.462 0.163  0.031
C 1.007 -0.046 1.530  -0.597
C 0.185 1.243 1.596  -0.902
C 0.142 2.060 0.309  -0.502
C 1.474 2.040 -0.425  -0.663
C 2.076 0.656 -0.668  -0.755
H -3.211 -2.168 -0.144  -0.028
H -2.078 -2.082 1.013  0.209
H -1.743 0.025 0.374  -0.026
H -2.678 -0.290 -1.068  0.469
H -0.858 -1.421 -2.140  0.488
H -0.382 0.219 -1.787  0.368
H 1.215 -1.878 -1.330  0.379
H 0.190 -2.123 0.074  0.586
H 2.278 -1.071 0.361  0.350
H 0.437 -0.888 1.909  0.340
H 1.898 0.040 2.147  0.478
H -0.822 1.007 1.923  0.393
H 0.618 1.867 2.375  0.414
H -0.053 3.092 0.590  0.471
H -0.677 1.754 -0.332  0.224
H 1.357 2.515 -1.396  0.333
H 2.185 2.648 0.130  0.401
H 1.965 0.346 -1.700  0.430
H 3.139 0.680 -0.444  0.393
Cl -5.051 -2.940 -0.667  -0.850

Properties
- Orbital gap: 5.4 eV
- Calculated total energy: -24105.0111 eV
- LUMO: -0.9439 eV
- HOMO level: -6.30 eV
- Maximum force: 0.73 eV/A

No. 2
The following is a DFT calculation (ωB97M-V/def2-TZVPD) of a structure of composition C8H19HgO2PS at a distorted geometry.

Last column: Mulliken charge in e.
Element x y z (Å)
C -2.370 1.160 0.841  -0.628
C -2.565 -0.040 1.921  -0.471
S -2.201 0.456 3.670  0.108
C -0.417 0.200 4.106  -0.684
P 0.701 -0.363 2.650  0.091
C 1.910 -0.752 1.170  -0.943
C 1.168 -1.507 -0.056  -0.478
C 0.499 -0.426 -1.080  -0.291
O 1.093 -0.515 -2.395  -0.332
C 0.802 0.618 -3.189  0.598
C 0.599 0.470 -4.797  -1.100
O 0.722 1.796 -2.754  -0.489
H -3.067 0.890 -0.037  0.316
H -1.296 1.261 0.471  0.037
H -2.715 2.174 1.232  0.357
H -2.030 -0.986 1.565  0.244
H -3.693 -0.287 1.890  0.366
H -0.007 1.223 4.457  0.445
H -0.319 -0.495 5.027  0.458
H 0.219 0.755 1.888  0.100
H 1.887 -0.125 3.458  0.209
H 0.171 -1.693 2.636  0.179
H 2.828 -1.354 1.518  0.496
H 2.283 0.265 0.763  0.483
H 1.993 -2.034 -0.668  0.360
H 0.421 -2.300 0.277  0.314
H -0.617 -0.724 -1.143  0.235
H 0.605 0.587 -0.569  0.335
H -0.132 -0.371 -5.064  0.469
H 0.263 1.477 -5.252  0.484
H 1.670 0.286 -5.239  0.252
Hg 1.595 0.353 -7.295  0.481

Properties
- Orbital gap: 1.6 eV
- Calculated total energy: -36971.9807 eV
- LUMO: -12.3093 eV
- HOMO level: -13.95 eV
- Net charge: +2
- Maximum force: 5.19 eV/A